C2H3Cl3S | ωB97M-V/def2-TZVPD

```
9
C2H3Cl3S | the Open Molecules 2025 dataset | ωB97M-V/def2-TZVPD
C 1.052 0.588 -0.570
C -0.190 -0.767 0.383
S -1.869 -0.392 -0.162
Cl -0.112 1.692 -1.244
Cl 0.269 -2.424 -0.085
Cl -2.188 0.995 1.315
H 1.521 0.042 -1.270
H 1.780 1.023 0.242
H -0.263 -0.757 1.391
```

Its charge is 0. The calculation puts the gap between HOMO and LUMO at 9.0 eV. The value obtained for the HOMO energy is -0.3379 Ha. As for the spin multiplicity: 1.

C2H3Cl3S | ωB97M-V/def2-TZVPD

```
9
C2H3Cl3S | the Open Molecules 2025 dataset | ωB97M-V/def2-TZVPD
C 1.180 -0.841 0.224
C -0.236 0.961 -0.231
S -1.781 0.485 0.487
Cl 0.095 -1.970 0.939
Cl 0.484 2.393 0.470
Cl -2.728 -0.545 -0.998
H 1.651 -0.381 1.025
H 1.556 -1.100 -0.663
H -0.222 0.999 -1.254
```

Its charge is 0. The calculation puts the gap between HOMO and LUMO at 8.3 eV. The value obtained for the HOMO energy is -0.3130 Ha. As for the spin multiplicity: 1.

C2H3Cl3S | ωB97M-V/def2-TZVPD

```
9
C2H3Cl3S | the Open Molecules 2025 dataset | ωB97M-V/def2-TZVPD
C -0.048 -1.048 0.409
C 0.904 -1.336 -2.648
S 0.580 0.577 0.544
Cl 1.630 0.278 -2.313
Cl -0.380 -1.208 -3.769
Cl 2.098 -2.516 -3.000
H -0.845 -1.317 -0.250
H 0.475 -1.787 1.016
H 1.642 0.089 1.085
```

Its charge is 0. The calculation puts the gap between HOMO and LUMO (spin up / spin down) at 9.1 / 6.4 eV. The value obtained for the HOMO energy (spin up / spin down) is -0.3289 / -0.2762 Ha. As for the spin multiplicity: 1.

C2H3Cl3S | ωB97M-V/def2-TZVPD

```
9
C2H3Cl3S | the Open Molecules 2025 dataset | ωB97M-V/def2-TZVPD
C -0.981 -0.379 -0.870
C 0.512 0.031 1.267
S -0.438 0.961 -1.809
Cl 1.084 1.730 1.048
Cl 1.829 -1.121 0.957
Cl -0.119 -0.147 2.827
H -2.064 -0.388 -0.605
H -0.763 -1.380 -1.103
H 0.941 0.693 -1.712
```

Its charge is 0. The calculation puts the gap between HOMO and LUMO (spin up / spin down) at 8.3 / 7.2 eV. The value obtained for the HOMO energy (spin up / spin down) is -0.3233 / -0.3041 Ha. As for the spin multiplicity: 1.

C2H3ClF2 | ωB97M-V/def2-TZVPD

```
8
C2H3ClF2 | the Open Molecules 2025 dataset | ωB97M-V/def2-TZVPD
C 1.175 -0.772 -0.632
C -1.006 0.599 0.434
F -1.430 1.544 -0.374
F -1.894 -0.405 0.625
Cl 2.302 -0.154 0.421
H 0.432 -1.439 -0.196
H 0.971 -0.245 -1.595
H -0.549 0.871 1.316
```

Its charge is 0. The calculation puts the gap between HOMO and LUMO (spin up / spin down) at 9.0 / 9.0 eV. The value obtained for the HOMO energy (spin up / spin down) is -0.3103 / -0.3260 Ha. As for the spin multiplicity: 1.

C2H3ClF2 | ωB97M-V/def2-TZVPD

```
8
C2H3ClF2 | the Open Molecules 2025 dataset | ωB97M-V/def2-TZVPD
C 0.879 0.252 -0.533
C -0.927 -0.191 0.430
F -1.500 0.887 0.816
F -1.661 -0.862 -0.488
Cl 2.269 0.099 0.555
H 0.918 -0.555 -1.373
H 0.571 1.222 -0.649
H -0.551 -0.852 1.243
```

Its charge is 0. The expectation value of S² is 2.006. The calculation puts the gap between HOMO and LUMO (spin up / spin down) at 6.7 / 9.3 eV. The value obtained for the HOMO energy (spin up / spin down) is -0.2086 / -0.4152 Ha. As for the spin multiplicity: 3.

C2H3ClF2O | ωB97M-V/def2-TZVPD

```
9
C2H3ClF2O | the Open Molecules 2025 dataset | ωB97M-V/def2-TZVPD
C 0.034 0.934 -0.640
C -0.975 -1.344 -1.284
O -0.234 0.271 -1.746
F -0.033 -2.149 -0.891
F -1.514 -1.597 -2.464
Cl -1.416 1.103 0.507
H 0.769 0.453 0.167
H 0.232 1.928 -1.081
H -1.613 -0.897 -0.469
```

Its charge is 0. The calculation puts the gap between HOMO and LUMO at 11.2 eV. The value obtained for the HOMO energy is -0.3823 Ha. As for the spin multiplicity: 1.

C2H3ClFI | ωB97M-V/def2-TZVPD

```
8
C2H3ClFI | the Open Molecules 2025 dataset | ωB97M-V/def2-TZVPD
C 0.964 0.316 0.567
C -0.180 -0.291 0.612
F -0.409 -0.357 -2.091
Cl -0.399 -1.971 0.477
I -2.041 0.825 0.130
H 1.861 -0.215 0.777
H -0.790 0.244 -1.118
H 0.993 1.449 0.645
```

Its charge is 0. The calculation puts the gap between HOMO and LUMO at 9.4 eV. The value obtained for the HOMO energy is -0.3758 Ha. As for the spin multiplicity: 1.

C2H3ClN2 | ωB97M-V/def2-TZVPD

```
8
C2H3ClN2 | the Open Molecules 2025 dataset | ωB97M-V/def2-TZVPD
C -1.583 2.907 -0.291
C -0.256 0.999 0.285
N -1.067 1.916 -0.107
N 0.533 0.280 0.676
Cl 1.686 -2.894 0.490
H -2.370 3.578 -0.624
H 0.960 -2.668 -0.681
H 2.098 -4.119 0.252
```

Its charge is +2. The calculation puts the gap between HOMO and LUMO at 11.6 eV. The value obtained for the HOMO energy is -0.8111 Ha. As for the spin multiplicity: 1.

C2H3ClN2O | ωB97M-V/def2-TZVPD

```
9
C2H3ClN2O | the Open Molecules 2025 dataset | ωB97M-V/def2-TZVPD
C 1.380 -0.337 -0.024
O 0.696 0.824 -0.617
C -0.550 0.853 -0.323
N -1.669 1.403 0.024
N -1.426 0.070 0.544
Cl -2.901 -1.361 0.245
H 1.456 -0.048 1.021
H 2.244 -0.217 -0.715
H 0.770 -1.186 -0.156
```

Its charge is 0. The calculation puts the gap between HOMO and LUMO (spin up / spin down) at 8.5 / 8.5 eV. As for the SMILES: COC1=NN1Cl. The value obtained for the HOMO energy (spin up / spin down) is -0.3373 / -0.3373 Ha. As for the spin multiplicity: 1.

C2H3ClN3S | ωB97M-V/def2-TZVPD

```
10
C2H3ClN3S | the Open Molecules 2025 dataset | ωB97M-V/def2-TZVPD
C -0.870 1.133 -0.120
C 0.122 -1.382 -0.363
N 1.171 0.374 0.862
N 1.081 1.548 1.332
N 0.214 -0.007 0.137
S -0.179 2.469 0.787
Cl -2.009 1.137 -1.284
H -0.531 -1.933 0.235
H 0.002 -1.418 -1.459
H 0.998 -1.920 -0.128
```

Its charge is +1. The calculation puts the gap between HOMO and LUMO at 9.2 eV. The value obtained for the HOMO energy is -0.5715 Ha. As for the spin multiplicity: 1.

C2H3ClN4 | ωB97M-V/def2-TZVPD

```
10
C2H3ClN4 | the Open Molecules 2025 dataset | ωB97M-V/def2-TZVPD
C -0.801 0.630 -0.202
C 1.137 1.516 -1.048
N -0.111 1.447 -0.939
N 1.191 -0.508 0.246
N 0.014 -0.374 0.360
N -0.780 -1.283 1.132
Cl 2.261 1.741 -2.136
H -1.792 0.815 0.234
H -1.126 -2.207 0.620
H 0.006 -1.776 1.732
```

Its charge is 0. The calculation puts the gap between HOMO and LUMO at 7.7 eV. The value obtained for the HOMO energy is -0.2870 Ha. As for the spin multiplicity: 1.

Which total energy belongs to each record? In order, -1856.67951, -1856.65767, -1856.62292, -1856.63606, -737.78189, -737.70151, -813.09426, -935.65296, -646.82534, -722.75220, -1100.27679, -757.00998 Eh.
Which M belongs to each record? In order, 165.5, 165.5, 165.5, 165.5, 100.5, 100.5, 116.5, 208.4, 90.5, 106.5, 136.6, 118.5 g mol⁻¹.
Which energy above the lowest of the compared OMol25 structures with the same formula, charge and spin belongs to each record? In order, 54.4, 68.1, 89.9, 81.7, 99.6, 43.5, 44.6, 50.8, 31.7, 126.4, 24.5, 117.7 kcal per mole.